Entry 1:
14
Properties=species:S:1:pos:R:3:nbo_charge:R:1 method="wB97M-V/def2-TZVPD" orbital_gap_ev="7.72 / 7.78" lumo_energy_ev="-0.993 / -0.969" smiles="CC(CO)(N=O)N=O"
C -0.6861 -0.9938 0.3901 -0.6207
C 0.6416 -0.4093 0.0986 -0.0053
C 0.8666 1.0156 0.7162 -0.0460
O 1.7195 1.7347 -0.0449 -0.6777
N 1.6747 -1.1483 1.0232 0.1963
O 2.8488 -0.8431 0.9917 -0.2533
N 1.0893 -0.5470 -1.2007 0.0978
O 2.1885 -0.2051 -1.5764 -0.2627
H -1.2718 -0.2471 0.9974 0.2137
H -1.2642 -1.1683 -0.4460 0.2410
H -0.6734 -1.8533 1.0000 0.2390
H -0.0919 1.5402 0.4657 0.2041
H 1.2368 0.9857 1.7824 0.1932
H 2.5712 1.3940 0.0141 0.4805

---

Entry 2:
10
Properties=species:S:1:pos:R:3:nbo_charge:R:1 method="wB97M-V/def2-TZVPD" orbital_gap_ev="8.31 / 7.15" lumo_energy_ev="-0.631 / -0.016"
C 2.4976 1.0555 -0.3188 -0.1297
C 1.6925 0.1281 -0.2219 -0.5736
C -2.2205 0.5463 -0.2373 -0.5156
Si 0.6039 -1.1710 0.2450 0.7809
H 2.9716 1.9652 -0.2444 0.2240
H -1.6939 -0.3540 -0.5103 0.1487
H -2.8588 0.2073 0.5323 0.1679
H -1.7987 1.4989 -0.3960 0.1797
H 0.6244 -1.5320 1.6981 -0.1449
H 0.1819 -2.3445 -0.5468 -0.1375

---

Entry 3:
23
Properties=species:S:1:pos:R:3:nbo_charge:R:1 method="wB97M-V/def2-TZVPD" orbital_gap_ev=8.02 lumo_energy_ev=-1.402
C -2.5236 0.0482 -0.3641 -0.6580
C 0.0274 0.9704 -1.6844 -0.7277
C 1.2046 -1.1542 -0.9734 -0.7621
C -1.1022 -0.6341 -0.1263 -0.5363
C 0.0035 -0.3356 -0.9240 0.4165
N 2.7699 0.1869 1.1390 -1.1084
O -0.5534 1.5198 1.6136 -0.9375
O -2.1602 -0.2028 2.4279 -0.8896
O 0.2884 -0.6240 2.1721 -0.9723
S -0.8735 0.1480 1.8190 2.4462
H -3.4178 -0.3185 0.2269 0.2600
H -2.8899 0.1643 -1.4074 0.2142
H -2.5205 1.1070 0.1284 0.2380
H -0.3005 0.9831 -2.7228 0.2616
H 0.9883 1.3116 -1.5977 0.2340
H -0.5074 1.8661 -1.4405 0.2629
H 1.6454 -1.1343 -1.9116 0.2400
H 1.8811 -0.6972 -0.1148 0.3637
H 0.9789 -2.1902 -0.5612 0.2374
H -1.2255 -1.6867 0.0787 0.2490
H 1.8191 0.0052 1.7205 0.4290
H 2.9903 1.1072 1.0971 0.3686
H 3.4776 -0.4404 1.4051 0.3708

---

What E values result from the calculations? In sequence: -452.92331 -407.16689 -876.85673 Ha.
What energy relative to the best compared isomer or geometry (same formula, charge and spin) values result from the calculations? In sequence: 729.14 392.75 254.38 kJ/mol.